# 1
Density functional theory data (ωB97M-V/def2-TZVPD) for C25H38I2NP2Rh as an isolated structure.

Frontier orbital gap (spin up / spin down)   4.76 / 4.74 eV
Energy   -2418.28379 Eh
Charge   +2
Lowest unoccupied orbital energy (spin up / spin down)   -0.319 / -0.318 Ha

Last column: Löwdin charge in e.
Cartesian coordinates (Å):
Rh (-0.3072, 0.2469, -0.8929)  0.2141
C (-4.3110, -0.0992, -0.2579)  -0.1098
C (-3.2692, -0.4280, 0.8133)  -0.5227
C (-3.8743, -1.2073, 1.9849)  -0.0715
P (-1.8180, -1.2518, 0.0368)  0.9995
C (-2.3356, -2.6236, -1.0485)  -0.5365
C (-1.0751, -3.3306, -1.5675)  -0.1044
C (-3.3716, -3.6090, -0.4986)  -0.0735
C (-0.7886, -1.7956, 1.3933)  -0.2622
C (-0.7794, -3.0296, 2.0313)  -0.0451
C (-0.0401, -3.1919, 3.1931)  -0.0086
C (0.6850, -2.1171, 3.7278)  -0.0159
C (0.7274, -0.9043, 3.0856)  0.0000
C (0.0197, -0.7421, 1.8718)  -0.2846
N (0.1608, 0.3363, 1.0389)  -0.1013
C (0.7748, 1.5374, 1.4532)  -0.3484
C (0.5001, 2.1361, 2.6866)  -0.0143
C (1.1128, 3.3342, 3.0056)  -0.0280
C (2.0051, 3.9334, 2.1192)  -0.0247
C (2.2826, 3.3371, 0.8964)  -0.0534
C (1.6541, 2.1497, 0.5473)  -0.3310
P (1.9621, 1.1388, -0.9208)  1.0328
C (2.4581, 2.2267, -2.3279)  -0.5265
C (1.6238, 3.5038, -2.4291)  -0.1124
C (2.3416, 1.4600, -3.6521)  -0.1141
C (3.5052, 0.2380, -0.4351)  -0.5127
C (4.1182, -0.6111, -1.5467)  -0.0954
C (3.2937, -0.5980, 0.8255)  -0.0966
H (-5.0428, 0.6021, 0.1436)  0.1004
H (-4.8503, -0.9927, -0.5736)  0.0833
H (-3.8644, 0.3532, -1.1454)  0.0131
H (-2.8453, 0.5044, 1.1982)  0.0685
H (-4.2410, -2.1873, 1.6836)  0.0732
H (-4.7233, -0.6456, 2.3781)  0.0981
H (-3.1616, -1.3420, 2.7986)  0.0793
H (-2.7950, -2.0889, -1.8859)  0.0614
H (-0.5998, -3.9261, -0.7873)  0.0817
H (-0.3301, -2.6237, -1.9466)  0.0505
H (-1.3415, -4.0013, -2.3843)  0.0958
H (-3.0618, -4.0847, 0.4295)  0.0712
H (-3.5172, -4.4004, -1.2353)  0.0983
H (-4.3386, -3.1394, -0.3334)  0.0678
H (-1.3598, -3.8553, 1.6485)  0.1055
H (-0.0301, -4.1505, 3.6944)  0.1271
H (1.2458, -2.2535, 4.6429)  0.1282
H (1.3506, -0.1080, 3.4660)  0.1174
H (-0.2135, 1.6823, 3.3634)  0.1281
H (0.8908, 3.8110, 3.9508)  0.1250
H (2.4817, 4.8679, 2.3830)  0.1243
H (3.0006, 3.7946, 0.2276)  0.1227
H (3.5091, 2.4812, -2.1507)  0.1209
H (0.6208, 3.2704, -2.7949)  0.0453
H (2.0854, 4.1732, -3.1558)  0.0985
H (1.5249, 4.0471, -1.4918)  0.0554
H (1.3123, 1.1334, -3.8092)  0.0084
H (2.9816, 0.5849, -3.7136)  0.0605
H (2.6076, 2.1237, -4.4760)  0.0969
H (4.1789, 1.0701, -0.2011)  0.1221
H (3.4217, -1.3741, -1.9020)  0.0875
H (4.9937, -1.1254, -1.1489)  0.0921
H (4.4557, -0.0181, -2.3922)  0.0673
H (2.5677, -1.3971, 0.6528)  0.0819
H (2.9655, 0.0026, 1.6739)  0.0642
H (4.2381, -1.0660, 1.1051)  0.0971
I (-1.5955, 0.3170, -3.3444)  1.0300
C (-2.4206, 2.1885, -2.7420)  -1.0139
I (-1.7944, 2.6738, -0.7765)  1.0472
H (-3.5011, 2.1090, -2.7602)  -0.0182
H (-2.0598, 2.9501, -3.4227)  -0.0166

Forces on atoms 1 to 2 (eV/Å):
Rh 0.03 -1.40 1.41
C 0.00 -0.01 -0.01



# 2
Density functional theory data (ωB97M-V/def2-TZVPD) for C25H38IN7OS5SbScSi2 as an isolated structure.

Spin multiplicity   2
Energy above the lowest of the compared OMol25 structures with the same formula, charge and spin   0.0 kcal/mol
Frontier orbital gap (spin up / spin down)   5.47 / 6.83 eV
Energy   -5302.85083 Eh
Charge   -1
Lowest unoccupied orbital energy (spin up / spin down)   0.063 / 0.060 Ha

Last column: Löwdin charge in e.
Cartesian coordinates (Å):
Sc (9.8753, 13.9993, 10.3844)  0.7887
C (12.8244, 7.9633, 10.8206)  -0.4743
S (11.8560, 8.9133, 9.6167)  0.7776
C (12.3479, 10.6300, 10.0245)  -1.1322
S (13.7493, 10.9714, 10.8994)  0.5478
N (11.3770, 11.3671, 9.5671)  -0.1393
N (11.4264, 12.7389, 9.5963)  -0.1754
C (12.6008, 13.3925, 9.3976)  -0.1515
C (12.6141, 14.7938, 9.3633)  -0.2612
C (13.7056, 15.6384, 9.0012)  -0.0211
C (13.5944, 16.9920, 9.0309)  -0.1027
C (12.4419, 17.5175, 9.5866)  -0.0946
C (11.3679, 16.6913, 9.8729)  -0.1363
N (11.3863, 15.3704, 9.6377)  -0.0212
H (13.8203, 8.3925, 10.8745)  -0.0305
H (12.5065, 7.9450, 11.8501)  0.0185
H (12.9091, 6.9532, 10.4803)  0.0083
H (13.4869, 12.8561, 9.0606)  0.0853
H (14.6104, 15.2270, 8.6699)  0.0940
H (14.3220, 17.6768, 8.7038)  0.0890
H (12.4478, 18.6078, 9.7754)  0.1046
H (10.4544, 17.1147, 10.2620)  0.1049
S (5.9854, 14.5856, 16.4924)  -0.3588
Sb (6.7225, 15.2052, 18.5601)  0.1728
S (9.0190, 15.2037, 18.4845)  -0.4144
S (7.7202, 14.2343, 9.2493)  0.5048
C (8.6544, 16.0985, 14.4941)  -0.0026
N (9.9884, 15.6102, 14.1426)  0.0003
C (10.8476, 15.2356, 15.1801)  -0.0179
C (11.8931, 14.4361, 14.9770)  0.0205
C (11.9642, 13.7470, 13.7105)  -0.3421
N (11.1234, 14.0818, 12.7332)  0.1562
C (10.2445, 15.0666, 12.9135)  -0.4380
O (9.5871, 15.5110, 11.8578)  -0.1310
N (12.8381, 12.7608, 13.4745)  0.1801
H (7.9310, 15.2844, 14.3612)  0.0527
H (8.4825, 16.9829, 13.8649)  0.1072
H (8.6148, 16.3728, 15.5067)  0.0408
H (10.6217, 15.5355, 16.1446)  0.0401
H (12.6325, 14.1081, 15.7407)  0.1321
H (13.4859, 12.4738, 14.1675)  0.0984
H (12.8578, 12.2498, 12.5534)  -0.0013
I (10.2340, 10.0109, 14.6713)  0.9013
C (9.0048, 11.4524, 13.8569)  -0.7076
C (7.7859, 11.8763, 14.4815)  -0.0813
C (6.9802, 12.7183, 13.7096)  -0.0778
C (7.4392, 13.2151, 12.4674)  -0.1473
N (8.6670, 12.9161, 11.9884)  -0.0503
C (9.3792, 11.9743, 12.6146)  -0.2488
H (7.3973, 11.5759, 15.4590)  0.1084
H (6.0365, 13.1605, 14.0186)  0.0654
H (6.8392, 13.8750, 11.8693)  0.0844
H (10.2602, 11.5458, 12.1023)  0.0971
C (7.0781, 14.3907, 6.0823)  -0.2114
Si (8.5546, 13.3476, 6.5318)  0.4444
C (10.1633, 14.3282, 6.4849)  -0.1741
C (8.7493, 11.8493, 5.3002)  -0.1660
C (8.4240, 12.7391, 8.3645)  -0.7674
Si (7.3905, 11.1289, 8.6968)  0.4492
C (8.2674, 9.6356, 7.9471)  -0.1697
C (6.8401, 10.9116, 10.4584)  -0.1641
C (5.7813, 11.4179, 7.7915)  -0.1882
H (6.8685, 14.4071, 4.9978)  0.0368
H (7.2779, 15.4309, 6.4312)  0.0353
H (6.2496, 14.0706, 6.6536)  -0.0165
H (10.3816, 14.5086, 5.4007)  0.0410
H (10.9530, 13.7561, 6.8840)  0.0001
H (10.1556, 15.3398, 6.9580)  0.0443
H (9.1238, 12.3402, 4.4130)  0.0111
H (7.8301, 11.3486, 5.0918)  0.0003
H (9.4036, 11.0865, 5.7724)  0.0319
H (9.4919, 12.6827, 8.5113)  -0.0522
H (9.3515, 9.7299, 8.0519)  -0.0049
H (8.0335, 9.6055, 6.8765)  0.0171
H (8.0181, 8.6927, 8.4262)  0.0264
H (7.6662, 10.5868, 11.0650)  0.0236
H (6.0859, 10.1454, 10.3861)  0.0326
H (6.3925, 11.8311, 10.8489)  0.0217
H (5.7775, 11.5089, 6.7104)  0.0245
H (5.3954, 12.3248, 8.2336)  0.0176
H (5.0694, 10.6445, 8.1226)  0.0348

Forces on atoms 1 to 2 (eV/Å):
Sc -0.70 0.03 -0.09
C 0.62 0.51 -0.19



# 3
Density functional theory data (ωB97M-V/def2-TZVPD) for an isolated ion of composition C25H39N2O3 and charge +1.

SMILES string   OCCN1CC[NH+](C[C@H](O)COc2ccc([C@]34C[C@H]5C[C@H](C[C@H](C5)C3)C4)cc2)CC1
Energy above the lowest of the compared OMol25 structures with the same formula, charge and spin   0.0 kcal/mol
Frontier orbital gap   9.25 eV
Energy   -1311.05348 Eh
Charge   +1
Lowest unoccupied orbital energy   -0.081 Ha

Last column: Löwdin charge in e.
Cartesian coordinates (Å):
O (-1.1285, -4.5694, 0.0573)  -0.0438
H (-1.0495, -5.1678, -0.6941)  0.0964
C (-0.2930, -3.4618, -0.1232)  -0.2723
H (-0.4528, -2.8380, 0.7599)  0.1116
C (1.1914, -3.8645, -0.2169)  -0.1596
N (2.1424, -2.7738, -0.1575)  -0.1728
C (2.2340, -2.0808, 1.1091)  -0.1457
C (3.5545, -1.3160, 1.1326)  -0.0783
N (3.5710, -0.3311, 0.0260)  -0.0879
C (4.7838, 0.5240, 0.0366)  -0.0433
H (5.5931, -0.0283, 0.5157)  0.1475
H (5.0706, 0.7613, -0.9884)  0.1465
C (4.5368, 1.8439, 0.7844)  -0.2965
O (3.9012, 1.5286, 2.0064)  -0.0321
H (3.9990, 2.2558, 2.6300)  0.1234
C (3.7155, 2.8329, -0.0936)  -0.1153
O (2.9136, 2.2047, -1.0650)  -0.0647
C (1.6029, 1.8689, -0.7663)  -0.2851
C (0.7687, 1.6331, -1.8533)  0.0047
C (-0.5475, 1.2630, -1.6570)  -0.0008
C (-1.0830, 1.1162, -0.3783)  -0.1464
C (-0.2233, 1.3284, 0.6945)  -0.0114
C (1.1037, 1.6897, 0.5190)  -0.0279
H (1.7113, 1.8669, 1.3944)  0.1070
H (-0.5840, 1.2255, 1.7061)  0.1181
C (-2.5419, 0.7865, -0.1231)  -0.3816
C (-3.3303, 0.5493, -1.4168)  -0.1015
C (-4.7953, 0.2430, -1.1004)  -0.2859
C (-5.4167, 1.4258, -0.3615)  -0.1149
C (-4.6494, 1.6611, 0.9369)  -0.2867
C (-4.7311, 0.4126, 1.8138)  -0.1126
C (-4.1210, -0.7713, 1.0659)  -0.2845
C (-4.8876, -1.0093, -0.2321)  -0.1141
H (-5.9325, -1.2331, -0.0120)  0.1241
H (-4.4664, -1.8671, -0.7615)  0.1213
C (-2.6560, -0.4774, 0.7456)  -0.0856
H (-2.1039, -0.3523, 1.6789)  0.1186
H (-2.2248, -1.3252, 0.2086)  0.1104
H (-4.1725, -1.6685, 1.6918)  0.1446
H (-5.7728, 0.1987, 2.0577)  0.1238
H (-4.1966, 0.5787, 2.7522)  0.1216
C (-3.1865, 1.9698, 0.6213)  -0.0799
H (-2.6499, 2.1697, 1.5506)  0.1201
H (-3.1193, 2.8657, -0.0006)  0.1349
H (-5.0838, 2.5128, 1.4710)  0.1439
H (-6.4651, 1.2179, -0.1419)  0.1239
H (-5.3770, 2.3207, -0.9864)  0.1225
H (-5.3317, 0.0768, -2.0406)  0.1439
H (-3.2865, 1.4397, -2.0478)  0.1271
H (-2.8995, -0.2909, -1.9677)  0.1275
H (-1.1606, 1.1058, -2.5279)  0.1108
H (1.1633, 1.7670, -2.8479)  0.1267
H (4.4150, 3.4483, -0.6655)  0.1424
H (3.1205, 3.4914, 0.5484)  0.1429
H (5.5137, 2.3042, 0.9783)  0.1591
C (3.3698, -1.0177, -1.2692)  -0.0755
C (2.0678, -1.8163, -1.2386)  -0.1452
H (1.9633, -2.3509, -2.1835)  0.1423
H (1.2167, -1.1196, -1.1383)  0.1218
H (3.3316, -0.2696, -2.0625)  0.1371
H (4.2127, -1.6915, -1.4327)  0.1499
H (2.7452, 0.2805, 0.1753)  0.1296
H (3.6790, -0.7803, 2.0739)  0.1322
H (4.3809, -2.0135, 0.9853)  0.1476
H (2.2315, -2.8118, 1.9178)  0.1421
H (1.4005, -1.3756, 1.2742)  0.1278
H (1.3667, -4.4015, -1.1540)  0.1286
H (1.4148, -4.5463, 0.6071)  0.1305
H (-0.5836, -2.8893, -1.0176)  0.1175

Forces on atoms 1 to 2 (eV/Å):
O -0.21 -0.45 0.00
H -0.04 0.04 0.03



# 4
Density functional theory data (ωB97M-V/def2-TZVPD) for C25H39N3O2PdSSb as an isolated structure.

Energy above the lowest of the compared OMol25 structures with the same formula, charge and spin   0.0 kcal/mol
Frontier orbital gap   5.43 eV
Energy   -2057.02608 Eh
Charge   -1
Lowest unoccupied orbital energy   0.101 Ha

Last column: Löwdin charge in e.
Cartesian coordinates (Å):
Pd (-0.1101, 0.5548, -0.2094)  0.0769
C (-2.9152, -2.8140, -1.1180)  -0.2458
S (-1.6392, -1.5074, -1.1686)  0.7821
O (-0.5714, -2.1605, -2.0065)  -0.5716
C (-1.1203, -1.3931, 0.4814)  -0.5338
C (-1.9203, -0.5551, 1.3048)  -0.2141
C (-2.0734, -0.7967, 2.6507)  -0.1559
C (-1.6277, -2.0649, 3.1552)  -0.1451
C (-0.8988, -2.9305, 2.4221)  -0.0945
C (-0.3087, -2.5275, 1.0953)  -0.3108
H (-2.4583, -3.7492, -0.7899)  0.0430
H (-3.2981, -2.9222, -2.1339)  0.0301
H (-3.7059, -2.5085, -0.4331)  0.0423
H (-2.4934, 0.2369, 0.8235)  0.0776
H (-2.6809, -0.1502, 3.2711)  0.0645
H (-1.9750, -2.3717, 4.1385)  0.0855
H (-0.6975, -3.9288, 2.7964)  0.0906
H (-0.3134, -3.3791, 0.4022)  0.1228
C (2.8658, 3.5291, -0.8162)  -0.3462
Sb (2.1385, 1.4915, -0.7246)  1.2372
C (2.9970, 0.9047, -2.6009)  -0.3378
C (3.7445, 0.7797, 0.5155)  -0.3317
H (3.9273, 3.5590, -1.0682)  -0.0068
H (2.7067, 4.0231, 0.1429)  -0.0145
H (2.3006, 4.0682, -1.5784)  -0.0200
H (4.0854, 0.9794, -2.5862)  -0.0058
H (2.5908, 1.5526, -3.3778)  -0.0171
H (2.6900, -0.1169, -2.8206)  -0.0029
H (4.7170, 1.0635, 0.1104)  -0.0050
H (3.6805, -0.3062, 0.5876)  -0.0137
H (3.6320, 1.1959, 1.5174)  -0.0057
C (1.1805, -2.1072, 1.2292)  -0.1428
C (2.0567, -3.2117, 1.7432)  -0.2241
C (2.5903, -4.1508, 0.8605)  -0.0390
C (3.3640, -5.2064, 1.3199)  -0.1031
C (3.6204, -5.3462, 2.6778)  -0.1212
C (3.0942, -4.4197, 3.5676)  -0.1024
C (2.3203, -3.3646, 3.1028)  -0.0476
H (1.2232, -1.2321, 1.8823)  0.1117
H (1.5002, -1.7907, 0.2324)  0.0885
H (2.3872, -4.0424, -0.1995)  0.1165
H (3.7711, -5.9226, 0.6156)  0.0925
H (4.2261, -6.1687, 3.0386)  0.0882
H (3.2870, -4.5194, 4.6295)  0.0922
H (1.9040, -2.6460, 3.7990)  0.1111
N (-2.3678, 4.0641, -4.3614)  0.1047
C (-1.9149, 2.7521, -4.2920)  -0.3984
C (-0.7680, 2.4163, -3.5616)  -0.1193
N (-0.3545, 1.1713, -3.4479)  0.0806
C (-1.0857, 0.2246, -4.0450)  -0.1495
C (-2.2127, 0.5647, -4.7677)  -0.1265
N (-2.6321, 1.8247, -4.9084)  0.1086
H (-1.6596, 4.7735, -4.2689)  0.0815
H (-3.0073, 4.2230, -5.1238)  0.0815
H (-0.1938, 3.1822, -3.0458)  0.1041
H (-0.7719, -0.8006, -3.8870)  0.0785
H (-2.8087, -0.1970, -5.2576)  0.0992
C (-2.8722, 2.9170, -0.8095)  -0.0795
C (-2.9270, 3.0449, 0.6970)  -0.3044
O (-1.6155, 2.9296, 1.1954)  -0.1953
C (-1.5470, 2.8494, 2.6021)  -0.2983
C (-0.1327, 2.4805, 2.9878)  -0.0806
H (-3.8747, 2.8508, -1.2353)  0.0789
H (-2.3136, 2.0141, -1.0713)  0.0482
H (-2.3663, 3.7757, -1.2527)  0.0678
H (-3.5588, 2.2529, 1.1250)  0.1108
H (-3.3648, 4.0085, 1.0010)  0.1155
H (-2.2449, 2.0837, 2.9634)  0.0963
H (-1.8479, 3.8112, 3.0468)  0.1144
H (0.1260, 1.5265, 2.5247)  0.0446
H (-0.0457, 2.3878, 4.0722)  0.0729
H (0.5683, 3.2415, 2.6391)  0.0693

Forces on atoms 1 to 2 (eV/Å):
Pd 0.35 0.00 0.34
C 0.12 -0.06 0.00



Calculated maximum force, 1.98 3.10 1.06 0.48 eV/A (same order as the records).